DFT (ωB97M-V/def2-TZVPD) results for a 6-piece molecular cluster, C8H27BN10O7 overall.

Last column: Löwdin charge in e.
Positions of all 53 atoms, in Å:
B 6.188 0.692 0.918  0.030
C 4.799 0.979 1.723  -0.182
C 3.714 1.374 0.568  -0.199
O 2.478 1.736 1.262  -0.086
C 1.512 0.724 1.084  -0.265
O 0.386 1.087 0.681  0.019
H 7.103 1.438 0.880  0.010
H 6.226 -0.325 0.289  0.021
H 4.431 0.003 2.199  0.102
H 4.858 1.846 2.454  0.101
H 4.091 2.319 0.020  0.092
H 3.620 0.477 -0.124  0.134
H 1.762 -0.357 1.361  0.173
N -1.348 1.081 5.735  0.146
C -0.124 1.445 5.271  -0.696
N 0.035 1.301 3.930  0.162
O 0.760 1.867 6.000  0.024
H -2.082 0.733 5.146  0.090
H -1.511 1.170 6.723  0.105
H 0.927 1.560 3.542  0.088
H -0.684 0.956 3.320  0.076
N -2.614 0.053 1.186  0.157
C -3.261 -0.955 0.549  -0.689
N -2.588 -1.479 -0.499  0.182
O -4.367 -1.359 0.896  -0.006
H -1.707 0.392 0.911  0.054
H -3.078 0.473 1.973  0.098
H -3.031 -2.231 -1.000  0.069
H -1.683 -1.160 -0.794  0.107
N -4.932 -1.548 -3.345  0.154
C -3.849 -1.331 -4.134  -0.704
N -3.953 -0.249 -4.948  0.145
O -2.862 -2.049 -4.113  0.020
H -5.749 -0.965 -3.352  0.095
H -4.898 -2.340 -2.725  0.097
H -3.173 -0.049 -5.551  0.104
H -4.759 0.349 -4.974  0.091
N -3.657 -6.566 -1.052  0.145
C -3.416 -5.284 -0.673  -0.696
N -4.480 -4.653 -0.109  0.160
O -2.333 -4.742 -0.827  0.021
H -4.542 -7.023 -0.932  0.091
H -2.897 -7.072 -1.475  0.105
H -4.348 -3.697 0.190  0.071
H -5.375 -5.088 0.022  0.094
N 5.650 3.973 -3.074  0.159
C 4.812 4.163 -2.026  -0.654
N 4.621 5.461 -1.685  0.161
O 4.270 3.237 -1.434  0.006
H 6.100 4.723 -3.566  0.098
H 5.821 3.024 -3.361  0.111
H 4.005 5.649 -0.912  0.114
H 5.058 6.229 -2.161  0.098

The value obtained for the total energy is -38646.76059 eV. For the frontier orbital gap, the calculation gives 9.77 eV. The LUMO energy comes out at 0.3 eV. As for the largest force on an atom: 3.95 eV/A. Its structure (SMILES) is BCCOC=O.NC(N)=O.NC(N)=O.NC(N)=O.NC(N)=O.NC(N)=O. Its total charge is 0.